A 2-piece molecular cluster, C3H3BrO overall, computed with ωB97M-V/def2-TZVPD.

The geometry in XYZ format:
```
8
Properties=species:S:1:pos:R:3:mulliken_charge:R:1
C 0.104 0.347 -0.044 -0.394
C -0.077 -0.918 -0.010 -0.226
C -2.506 -1.114 -0.068 0.266
O -2.948 -2.227 0.005 -0.354
Br -3.486 0.551 0.027 -0.146
H 1.086 0.694 0.255 0.242
H -0.577 1.039 -0.502 0.247
H 0.083 -1.943 0.363 0.366
```

Computed properties:
Multiplicity: 1
Calculated total energy, eV: -75245.2326
LUMO (alpha / beta), eV: -0.83 / -0.44

A single C4H5NO molecule, computed with ωB97M-V/def2-TZVPD.

The geometry in XYZ format:
```
11
Properties=species:S:1:pos:R:3:mulliken_charge:R:1
C -1.718 -0.482 -1.122 -0.827
C -0.662 -0.170 -0.454 0.540
C 0.223 0.147 0.425 0.341
C 1.697 0.162 0.212 -1.054
N -0.228 0.521 1.743 -0.046
O -1.426 0.490 1.892 -0.328
H -2.175 -1.444 -1.238 0.286
H -1.946 0.263 -1.963 0.205
H 2.179 0.503 1.133 0.342
H 2.079 -0.834 -0.028 0.268
H 1.976 0.842 -0.599 0.273
```

Computed properties:
Multiplicity: 1
Calculated total energy, eV: -7762.1924
LUMO, eV: -0.47

C3H2O3Pb as an isolated structure, computed with ωB97M-V/def2-TZVPD.

The geometry in XYZ format:
```
9
Properties=species:S:1:pos:R:3:mulliken_charge:R:1
C 0.865 -1.995 -1.079 -0.087
C 0.767 -0.813 -0.862 0.050
O 0.596 0.417 -0.438 -0.324
C -0.446 0.743 0.381 0.886
O -1.331 -0.135 0.659 -0.319
O -0.509 1.884 0.810 -0.527
H 0.972 -3.003 -1.441 0.413
Pb 0.080 3.848 0.841 1.489
H -0.994 -0.945 1.128 0.419
```

Computed properties:
Total charge: +2
Multiplicity: 1
Calculated total energy, eV: -14511.2629
LUMO, eV: -11.43

Among the records above, which one has the lowest calculated total energy?
C3H3BrO

The lowest calculated total energy belongs to which entry?
C3H3BrO

What is the formula in the third record?
C3H2O3Pb